82
Properties=species:S:1:pos:R:3:lowdin_charge:R:1 method="wB97M-V/def2-TZVPD" homo_energy_ev=-9.240 smiles=COCCOC.COCCOC.COCCOC.COCCOC.CO.CO.O.O lumo_ha=0.0154
C -0.232 -0.346 -2.455 -0.1149
O -0.625 -1.598 -2.982 -0.1709
C -0.893 -2.524 -1.927 -0.1944
C -0.571 -3.909 -2.399 -0.2140
O -1.657 -4.412 -3.137 -0.1720
C -1.322 -5.560 -3.859 -0.1288
H -0.138 0.362 -3.276 0.0941
H 0.749 -0.406 -1.960 0.0818
H -0.953 -0.007 -1.702 0.0681
H -1.954 -2.398 -1.681 0.1349
H -0.325 -2.280 -1.026 0.0972
H -0.313 -4.535 -1.531 0.1321
H 0.303 -3.823 -3.059 0.1280
H -2.157 -5.837 -4.499 0.0851
H -1.105 -6.427 -3.213 0.0880
H -0.430 -5.392 -4.483 0.0890
C -2.599 3.275 3.167 -0.0990
O -1.862 2.213 3.727 -0.1896
C -0.682 2.606 4.390 -0.2114
C 0.557 2.744 3.548 -0.1916
O 0.432 3.813 2.605 -0.2305
C 1.683 4.374 2.254 -0.1082
H -2.954 3.975 3.932 0.0930
H -3.503 2.823 2.743 0.0922
H -2.074 3.782 2.360 0.0632
H -0.448 1.811 5.114 0.1305
H -0.826 3.482 5.038 0.1304
H 0.693 1.812 2.983 0.1215
H 1.429 2.919 4.187 0.1277
H 1.470 5.111 1.474 0.0761
H 2.422 3.670 1.874 0.0958
H 2.022 5.010 3.081 0.0962
C 2.170 -1.641 0.324 -0.1080
O 2.531 -2.310 -0.862 -0.1980
C 3.924 -2.441 -0.990 -0.2042
C 4.185 -3.233 -2.257 -0.2232
O 5.527 -3.051 -2.614 -0.1843
C 5.833 -3.620 -3.858 -0.1181
H 2.379 -2.287 1.187 0.0956
H 1.103 -1.429 0.301 0.0578
H 2.678 -0.675 0.453 0.0942
H 4.359 -2.966 -0.131 0.1318
H 4.364 -1.444 -1.105 0.1347
H 3.524 -2.876 -3.066 0.1279
H 3.934 -4.300 -2.148 0.1317
H 5.942 -4.711 -3.804 0.0886
H 6.820 -3.248 -4.146 0.0883
H 5.085 -3.326 -4.599 0.0878
C -1.959 -0.536 1.663 -0.0700
O -1.484 -1.690 2.368 -0.1833
C -2.467 -2.356 3.129 -0.2134
C -3.233 -3.387 2.340 -0.2312
O -4.083 -2.799 1.390 -0.1939
C -4.864 -3.773 0.744 -0.1133
H -2.960 -0.703 1.263 0.0840
H -1.251 -0.372 0.863 0.0587
H -1.981 0.341 2.324 0.0738
H -3.118 -1.629 3.634 0.1322
H -1.938 -2.894 3.922 0.1255
H -3.817 -4.058 2.994 0.1255
H -2.498 -4.059 1.859 0.1328
H -4.237 -4.456 0.153 0.0922
H -5.511 -3.274 0.020 0.0886
H -5.501 -4.305 1.458 0.0880
O 0.876 5.391 -1.764 -0.0376
H 0.056 5.560 -1.282 0.0196
H 0.602 4.918 -2.556 0.0733
O 3.283 5.627 -0.496 -0.0732
H 2.530 5.585 -1.111 -0.0178
H 3.995 5.153 -0.935 0.0365
C 0.506 2.130 -0.104 -0.1301
O 1.664 2.449 -0.900 -0.1247
H -0.239 1.765 -0.813 0.0583
H 0.691 1.348 0.631 0.0657
H 0.148 3.029 0.391 0.0558
H 1.831 3.379 -0.713 0.0248
C -2.195 5.301 -0.093 -0.1425
O -1.910 6.003 -1.300 -0.1264
H -2.617 5.973 0.659 0.0869
H -2.838 4.440 -0.264 0.0888
H -1.241 4.961 0.317 0.0560
H -2.734 6.170 -1.763 0.0884